(1)
ORCA calculation (the ωB97M-V functional and the def2-TZVPD basis) on C15H29AsBrN3O3PtSi2 as an isolated structure.

XYZ file:
```
55
Properties=species:S:1:pos:R:3
Pt -1.050 -0.287 -0.797
O -2.828 -2.843 4.524
C -2.403 -2.311 3.362
C -1.275 -2.759 2.683
C -0.928 -2.138 1.506
N -1.619 -1.107 0.991
C -2.705 -0.700 1.647
Br -3.720 0.689 0.895
C -3.139 -1.266 2.827
H -2.239 -3.553 4.801
H -0.681 -3.585 3.049
H -0.090 -2.473 0.914
H -4.026 -0.903 3.321
C -1.646 0.123 -4.963
C -1.406 -0.352 -3.570
N -0.988 0.452 -2.640
O -0.911 1.790 -2.962
C -1.638 -1.728 -3.169
C -1.815 -2.849 -4.139
N -1.595 -1.939 -1.862
O -1.667 -3.092 -1.359
H -2.079 1.120 -4.957
H -2.306 -0.562 -5.489
H -0.701 0.176 -5.509
H -0.584 2.202 -2.138
H -1.161 -2.737 -5.006
H -2.843 -2.921 -4.504
H -1.575 -3.783 -3.636
C 2.177 1.045 -2.686
Si 2.283 1.057 -0.812
C 3.529 2.377 -0.315
C 2.927 -0.640 -0.319
As 0.209 1.629 0.144
Si 0.729 1.731 2.425
C -0.726 1.232 3.496
C 1.119 3.528 2.789
C 2.210 0.705 2.966
H 3.184 0.892 -3.085
H 1.790 1.978 -3.097
H 1.547 0.228 -3.041
H 4.479 2.222 -0.834
H 3.732 2.362 0.758
H 3.159 3.372 -0.569
H 3.905 -0.817 -0.777
H 2.243 -1.415 -0.675
H 3.035 -0.751 0.759
H -1.642 1.741 3.188
H -0.522 1.507 4.534
H -0.892 0.156 3.464
H 0.267 4.165 2.544
H 1.967 3.876 2.196
H 1.362 3.664 3.846
H 2.032 -0.365 2.837
H 2.401 0.891 4.027
H 3.115 0.967 2.417
```

LUMO energy ... 0.3 eV
Energy relative to the best compared isomer or geometry (same formula, charge and spin) ... 0.00 kJ/mol

Here are the Löwdin charges for atoms 1 to 4, given in e:
1 Pt 0.812
2 O 0.097
3 C -0.308
4 C 0.020

***

(2)
ORCA calculation (the ωB97M-V functional and the def2-TZVPD basis) on a single C3H4N2O2 molecule in a non-equilibrium geometry.

XYZ file:
```
11
Properties=species:S:1:pos:R:3
C 0.285 0.154 0.019
C -0.213 0.373 1.283
C -0.661 0.759 2.325
H -1.896 -1.779 -0.302
H -0.482 -0.228 -2.058
H 3.077 -0.092 -1.254
H -0.912 1.321 3.228
N -0.729 -0.154 -0.876
N 1.474 0.339 -0.149
O -1.942 -0.800 -0.645
O 2.001 0.107 -1.570
```

LUMO energy ... 0.6 eV
Energy relative to the best compared isomer or geometry (same formula, charge and spin) ... 858.61 kJ/mol

Here are the Löwdin charges for atoms 1 to 4, given in e:
1 C -0.500
2 C -0.082
3 C 0.158
4 H 0.157

***

(3)
ORCA calculation (the ωB97M-V functional and the def2-TZVPD basis) on a 2-piece molecular cluster, H4O2 overall in a non-equilibrium geometry.

XYZ file:
```
6
Properties=species:S:1:pos:R:3
H 1.623 0.579 0.263
H 1.488 -0.923 0.007
H -0.747 -0.219 0.277
H -1.827 0.773 -0.197
O 1.085 -0.035 -0.215
O -1.622 -0.174 -0.134
```

LUMO energy ... 0.6 eV
Energy relative to the best compared isomer or geometry (same formula, charge and spin) ... 18.90 kJ/mol

Here are the Löwdin charges for atoms 1 to 4, given in e:
1 H 0.033
2 H 0.093
3 H -0.015
4 H 0.036

***

(4)
ORCA calculation (the ωB97M-V functional and the def2-TZVPD basis) on C29H56CdN3O9P2Si3 as an isolated structure in a non-equilibrium geometry.

XYZ file:
```
103
Properties=species:S:1:pos:R:3
Cd 5.815 -10.179 16.404
C 4.512 -7.767 21.171
P 5.585 -8.275 19.734
C 6.492 -6.688 19.548
C 6.910 -9.164 20.760
C 7.962 -9.840 19.836
P 7.320 -10.941 18.488
C 8.959 -11.682 18.028
C 6.359 -12.244 19.341
H 5.067 -7.137 21.963
H 4.077 -8.642 21.763
H 3.704 -7.099 20.805
H 6.782 -6.511 20.613
H 5.758 -5.900 19.298
H 7.292 -6.682 18.836
H 6.459 -9.883 21.502
H 7.381 -8.334 21.350
H 8.588 -10.316 20.572
H 8.602 -9.123 19.379
H 9.499 -10.884 17.515
H 8.863 -12.501 17.350
H 9.543 -11.945 18.913
H 6.987 -12.486 20.242
H 6.017 -13.080 18.703
H 5.498 -11.781 19.666
C 6.074 -5.831 16.055
O 5.428 -7.071 16.385
Si 3.863 -7.602 16.176
C 3.082 -6.349 14.958
C 2.929 -7.266 17.749
C 3.798 -9.348 15.703
Si 2.533 -10.372 16.535
C 0.772 -9.474 16.497
C 2.259 -11.971 15.574
C 3.084 -10.934 18.266
Si 3.988 -9.407 13.855
C 4.740 -10.967 13.077
C 5.417 -8.146 13.317
C 2.476 -9.001 12.830
H 5.473 -4.959 16.336
H 6.358 -5.921 15.028
H 6.992 -5.942 16.650
H 3.358 -5.346 15.315
H 2.018 -6.477 15.012
H 3.516 -6.402 13.958
H 3.472 -6.323 18.148
H 3.025 -8.144 18.425
H 1.939 -6.951 17.458
H -0.007 -10.243 16.778
H 0.482 -9.145 15.496
H 0.756 -8.726 17.341
H 1.828 -11.737 14.585
H 1.696 -12.693 16.171
H 3.200 -12.460 15.309
H 3.607 -10.182 18.847
H 3.649 -11.823 18.054
H 2.272 -11.315 18.883
H 5.778 -11.306 13.398
H 4.936 -10.504 12.022
H 4.065 -11.807 12.795
H 6.327 -8.739 13.486
H 5.374 -7.172 13.805
H 5.360 -7.936 12.218
H 2.762 -8.997 11.743
H 1.995 -8.109 13.053
H 1.635 -9.752 12.921
O 6.844 -14.278 16.684
C 6.482 -13.280 16.036
O 5.522 -12.501 16.260
C 7.341 -13.061 14.797
C 7.772 -14.204 14.149
C 8.674 -14.176 13.108
C 9.079 -12.954 12.594
C 8.689 -11.863 13.334
C 7.891 -11.767 14.471
O 7.646 -10.667 15.079
N 9.267 -10.588 12.846
O 10.471 -10.554 12.529
O 8.471 -9.710 12.541
N 9.101 -15.428 12.504
O 10.177 -15.500 12.019
O 8.337 -16.336 12.673
H 7.435 -15.170 14.503
H 9.742 -12.808 11.741
O 10.100 -6.707 19.074
C 10.422 -6.368 17.957
C 11.727 -5.821 17.552
C 12.607 -7.027 17.084
C 12.009 -7.794 15.869
C 10.834 -8.730 16.286
C 9.437 -8.012 16.384
N 9.580 -6.566 16.839
H 12.143 -5.183 18.358
H 11.558 -5.103 16.703
H 12.705 -7.742 17.922
H 13.594 -6.664 16.795
H 12.763 -8.400 15.302
H 11.614 -7.109 15.159
H 11.077 -9.153 17.248
H 10.656 -9.497 15.532
H 8.606 -8.642 16.779
H 9.137 -7.871 15.324
H 9.920 -6.132 15.997
```

LUMO energy ... 2.2 eV
Charge ... -1
Energy relative to the best compared isomer or geometry (same formula, charge and spin) ... 35.27 kJ/mol

Here are the Löwdin charges for atoms 1 to 4, given in e:
1 Cd 1.317
2 C -0.324
3 P 0.833
4 C -0.283

***

(5)
ORCA calculation (the ωB97M-V functional and the def2-TZVPD basis) on an isolated ion of composition C9H12F4N and charge +1 in a non-equilibrium geometry.

XYZ file:
```
26
Properties=species:S:1:pos:R:3
C -0.743 -3.251 -0.011
C -0.065 -2.089 0.140
C -0.703 -0.892 -0.092
C -2.236 -0.634 -0.237
C 2.196 1.400 -0.816
C 1.887 1.714 0.747
C 1.245 0.167 -1.167
C 0.777 0.757 1.128
C -2.814 0.793 0.010
N 0.170 0.345 -0.173
F -3.167 -1.593 0.080
F -4.079 0.971 0.098
F -2.296 1.663 -0.881
F -2.248 1.189 1.236
H -0.404 -4.237 0.120
H -1.773 -3.339 -0.184
H 1.073 -2.013 0.111
H 2.024 2.377 -1.325
H 3.266 1.101 -0.801
H 2.759 1.443 1.353
H 1.535 2.786 0.757
H 0.883 0.168 -2.160
H 1.913 -0.797 -1.016
H 1.047 -0.151 1.658
H 0.076 1.030 2.022
H -0.323 1.090 -0.596
```

LUMO energy (alpha / beta) ... -4.8 / -4.9 eV
Charge ... +1
Energy relative to the best compared isomer or geometry (same formula, charge and spin) ... 0.00 kJ/mol

Here are the Löwdin charges for atoms 1 to 4, given in e:
1 C 0.137
2 C -0.116
3 C -0.083
4 C 0.036

***

(6)
ORCA calculation (the ωB97M-V functional and the def2-TZVPD basis) on a single C19H36O2 molecule.

XYZ file:
```
57
Properties=species:S:1:pos:R:3
C -6.362 -2.782 1.478
C -6.254 -2.615 -0.033
C -5.740 -1.238 -0.452
C -4.276 -1.001 -0.088
C -3.777 0.351 -0.595
C -2.307 0.585 -0.256
C -1.815 1.943 -0.748
H -1.977 2.017 -1.827
H -2.398 2.735 -0.272
C -0.332 2.158 -0.442
C 0.139 3.496 -0.920
C 0.957 4.335 -0.300
C 1.635 4.143 1.019
H 1.269 3.252 1.525
H 1.413 5.004 1.657
C 3.158 4.052 0.851
C 3.600 2.884 -0.030
C 3.377 1.519 0.617
C 3.833 0.382 -0.294
C 3.568 -0.986 0.328
C 4.023 -2.121 -0.584
C 3.735 -3.477 0.015
O 3.163 -3.685 1.051
O 4.207 -4.454 -0.776
C 3.993 -5.784 -0.323
H 4.405 -6.436 -1.089
H 2.925 -5.973 -0.191
H 4.498 -5.946 0.631
H 3.513 -2.068 -1.549
H 5.095 -2.059 -0.781
H 4.089 -1.065 1.283
H 2.502 -1.100 0.531
H 4.901 0.487 -0.500
H 3.306 0.455 -1.248
H 3.925 1.469 1.561
H 2.318 1.385 0.838
H 4.665 2.996 -0.253
H 3.056 2.928 -0.976
H 3.514 4.983 0.401
H 3.621 3.961 1.836
H 1.207 5.269 -0.790
H -0.251 3.778 -1.890
H -0.170 2.049 0.631
H 0.248 1.377 -0.946
H -1.703 -0.205 -0.710
H -2.171 0.521 0.826
H -3.910 0.402 -1.678
H -4.381 1.147 -0.152
H -3.664 -1.796 -0.521
H -4.153 -1.039 0.995
H -5.850 -1.137 -1.535
H -6.357 -0.466 0.014
H -5.593 -3.385 -0.437
H -7.243 -2.766 -0.474
H -5.383 -2.732 1.947
H -6.988 -2.000 1.903
H -6.805 -3.745 1.721
```

LUMO energy ... 0.8 eV
Energy relative to the best compared isomer or geometry (same formula, charge and spin) ... 9.90 kJ/mol

Here are the Löwdin charges for atoms 1 to 4, given in e:
1 C -0.116
2 C -0.274
3 C -0.235
4 C -0.229

***

| no. | DFT total energy (eV) |
| --- | --- |
| 1 | -176521.8337 |
| 2 | -10243.3662 |
| 3 | -4159.7430 |
| 4 | -100654.9535 |
| 5 | -21876.9671 |
| 6 | -24382.6080 |